This record from the Open Molecules 2025 dataset describes an isolated molecule of C26H47N3O2S2. The level of theory is ωB97M-V/def2-TZVPD.

The geometry in XYZ format:
```
80
Properties=species:S:1:pos:R:3:forces:R:3
S 2.1277 -0.6927 4.8628 -0.4458 -0.0436 -1.5116
S -0.9267 -0.5919 4.7545 2.9498 1.0965 -1.5519
O 2.5342 0.5478 -3.7451 -1.4575 -0.4261 2.7220
O -4.3628 -1.4812 -0.9493 -1.4884 0.1707 0.9400
N 0.4868 0.9647 2.9326 1.6710 -1.2988 1.6244
N -0.1178 1.8214 -1.4593 5.6016 -8.9873 -6.1424
N 3.3832 -3.2989 -3.9688 -8.6273 6.1884 4.3280
C -0.3470 5.4728 1.9454 -0.3650 0.2605 0.1858
C 1.8233 -3.1051 6.3161 0.1823 0.1819 0.4094
C 2.4360 -2.5830 -3.4599 6.8944 -3.4293 -2.0437
C -4.6285 0.9730 -1.7743 -0.1186 -0.1746 0.2063
C 1.5394 -1.5464 -2.5007 -0.4192 -1.0415 -0.0744
C -0.3656 1.0585 -5.0532 -0.5857 -0.9423 -1.3110
C 1.0971 -4.5676 6.4689 -0.1706 0.4672 0.9329
C 2.0064 -2.5966 4.7519 -1.0157 -1.2082 0.7151
C 0.7686 -1.2746 1.5204 -0.2479 -0.2256 0.1805
C 1.3953 3.3440 2.1647 0.1144 0.6244 -0.0514
C 0.3096 -0.3180 -4.4748 1.2155 0.4493 -0.5196
C 4.7611 -0.2659 -2.6098 0.6176 0.4062 0.3675
C 1.6808 1.8917 2.8705 1.3978 0.0709 -0.7919
C 0.2272 0.2917 1.6040 0.4223 -0.4267 -1.7556
C -4.2807 1.1437 -3.3931 1.4085 -0.8571 0.9559
C 0.7120 -1.8885 -0.0008 -0.6904 0.8734 -0.5317
C 3.5670 0.8813 -2.7709 2.7382 0.8208 0.3357
C 0.2399 4.2552 2.8873 -0.2297 0.4032 0.0278
C -5.3313 -0.4724 -1.4085 -1.0146 0.9248 1.2414
C -2.6192 1.2795 -3.4612 -0.6168 -0.7068 -0.1888
C 0.4801 0.8700 -2.1320 -3.2469 7.5381 4.3134
C 1.3350 -0.0589 -3.1761 -1.4596 -1.3095 -1.3958
C 2.0259 -1.5281 -0.9333 -0.2449 -1.2513 0.9835
C 0.5609 -0.0087 4.0872 -2.9253 -0.5172 -0.1692
C -1.9914 0.8961 -4.9261 -0.8733 0.2758 -0.1795
C -4.7475 -2.0827 0.3376 0.3428 -0.8699 1.1703
H -5.9967 -0.9201 -2.2629 1.4215 0.9138 1.3564
H 2.9450 -3.0462 4.2105 -1.6834 1.1507 1.1538
H -2.3477 2.3607 -3.1011 -0.1985 -2.1822 -0.6778
H 2.4924 1.3401 2.1908 -1.2867 1.2644 1.5031
H 1.1638 3.1991 1.0165 0.2387 0.1965 2.3025
H -2.5474 1.5066 -5.7879 1.2763 -1.1200 1.9188
H -6.0575 -0.2584 -0.4914 1.3693 -0.3952 -1.9477
H -0.1248 1.0773 -6.2225 -0.4898 0.0281 2.5671
H -0.0591 -4.4937 6.2168 2.5454 -0.2728 0.2353
H -0.6857 3.5772 3.1651 2.0266 1.3340 -0.3192
H 0.0742 2.0531 -4.6226 -0.9462 -2.0322 -0.4879
H 1.6509 -5.4139 5.8764 -1.2040 1.7327 0.9450
H -4.2893 -1.4710 1.2543 -1.1636 -1.0475 -1.9928
H -0.8897 0.4154 1.2588 2.1318 -0.4519 0.8620
H 0.8768 0.8852 0.7998 -1.4988 -1.1544 1.7471
H 1.1604 -4.8607 7.6141 -0.1396 0.5470 -2.3443
H -3.6451 1.0338 -1.1009 -2.0612 -0.1296 -1.6150
H 2.8305 -2.3805 -0.7290 -1.5830 2.0406 -0.5977
H -2.2885 -0.2427 -5.1254 0.7592 2.4033 0.3463
H 1.8763 -1.2452 1.9534 -2.3102 -0.3358 -0.9188
H 2.1494 2.0469 3.9318 -1.0811 -0.3114 -1.9312
H 0.6890 4.7828 3.8559 -0.9600 -1.4775 -1.9382
H -4.8243 2.0606 -3.8878 1.0574 -1.9804 0.9438
H -0.2151 -1.3583 -0.5341 1.7776 -1.1695 1.1788
H 0.4846 -3.0525 -0.0200 0.6369 2.4705 0.1437
H -0.7835 6.3533 2.6189 0.9431 -2.0078 -1.3346
H -4.2860 -3.1761 0.4491 -0.8411 2.4080 -0.6476
H 1.0545 -2.9518 4.1531 1.8550 1.0736 1.1715
H -5.3268 1.8429 -1.3887 1.2616 -1.8264 -0.8893
H 4.7664 -1.0379 -3.4931 -0.2240 1.4827 1.9016
H 4.1350 1.8418 -3.1965 -1.5713 -2.0736 0.7670
H 0.0850 -1.9917 2.1861 1.6173 1.7490 -1.2737
H 1.0102 -0.7575 -5.3283 -1.3374 0.8313 1.9799
H -4.5392 0.1079 -3.9015 0.2307 2.3025 0.7812
H 3.2038 1.1782 -1.7024 0.1127 -0.5743 -2.0972
H 2.8551 -3.1693 6.9008 -1.9752 0.2336 -1.5107
H 0.4642 5.9774 1.2503 -1.6111 -1.2458 1.3419
H 5.8182 0.2862 -2.6420 -2.3670 -1.0864 0.0524
H -0.4971 -1.1458 -4.2490 1.5936 1.8766 -0.1479
H -1.2526 5.0614 1.3142 1.9863 0.8950 1.0144
H 2.4341 -0.5012 -0.5498 -0.6686 -1.8893 -1.1066
H 2.3972 3.9867 2.2059 -1.9739 -1.5772 -0.0774
H -5.9137 -2.2246 0.4777 2.3311 0.5382 -0.4384
H 1.2207 -2.2300 6.8603 1.0723 -2.2285 -1.1854
H -2.2216 0.4533 -2.6976 -0.7499 2.0512 -1.5269
H 4.7245 -0.7897 -1.5383 -0.0986 0.9125 -2.5583
H 0.4509 -2.0391 -2.4947 2.4667 1.0977 -0.0707
```
Forces are in eV/Å.

Properties
Orbital gap (eV): 7.727
SMILES: CCCCN(CCCC[C@H](C#N)[C@](C#N)(CCCCCCCOC)OCC)C(=S)SCCC
Maximum force (eV/A): 12.24
HOMO (eV): -8.434
LUMO energy (Eh): -0.026

This record from the Open Molecules 2025 dataset describes a structure of composition C20H23Br3IrN6O3S. The level of theory is ωB97M-V/def2-TZVPD.

The geometry in XYZ format:
```
57
Properties=species:S:1:pos:R:3:forces:R:3
Ir 0.3636 -0.5960 0.2297 4.1482 0.6762 1.8436
Br -6.0138 2.8292 1.0830 0.0460 -0.0425 -0.0098
Br -0.2827 -4.0722 -0.6390 0.1359 -0.1388 -0.1144
Br -0.9203 3.0222 3.5576 -0.1072 0.0952 0.0297
S 0.5324 -0.4255 -2.4061 -0.3430 -0.0467 0.8932
O -0.2306 1.1230 1.3156 0.6817 -1.2921 -1.0511
O 4.3916 0.0251 -0.6016 -0.1085 0.4017 0.0412
O 2.2181 0.2867 -0.1917 -1.5615 0.8555 0.5075
N -0.9123 -1.8613 1.7259 -0.3629 0.2929 -0.9781
N 1.4958 -0.6887 2.1785 -0.8227 0.0169 -0.8232
N 1.8000 -2.2698 -0.3122 -1.6015 -0.2246 0.2311
N 1.8799 1.8527 -2.4298 0.0389 0.1430 0.0379
N -0.4667 2.0095 -2.5390 -0.0180 0.1282 0.0512
N -1.8270 -0.0478 -0.4166 -0.1157 -0.8827 -0.6057
C 3.0801 -1.8963 -0.3082 0.1305 0.1268 -0.0245
C 1.5235 -3.5749 -0.4101 -0.1700 0.1453 -0.0441
C -2.0518 2.3641 2.2066 0.4724 -0.1319 0.0250
C -1.5045 1.4735 1.3054 -0.4943 0.3493 0.3592
C -3.9097 -0.3081 -1.5415 -0.1021 0.1056 0.0879
C 2.3041 3.2384 -2.2033 -0.0419 0.1548 -0.0822
C 1.1184 -1.8341 3.0116 0.0581 -0.2357 0.1763
C 3.8304 -4.1457 -0.3375 0.0045 -0.0250 0.0117
C -3.3984 2.7554 2.1345 -0.1098 0.0196 -0.0530
C 0.6718 1.3392 -2.4544 -0.1273 -0.1320 -0.1139
C -3.7343 1.2892 0.2522 -0.1401 -0.0838 -0.1316
C -2.3799 0.9090 0.3612 0.0955 0.1433 0.1144
C 2.5045 -4.5498 -0.4047 0.0388 0.0443 -0.0256
C 3.2985 -0.4153 -0.3600 0.2227 -0.7382 -0.2728
C -0.7114 3.4534 -2.5881 0.1214 0.1230 -0.0314
C -0.3804 -1.8316 3.0973 0.0417 0.2023 0.2794
C -4.4961 0.6486 -0.7492 0.1462 -0.1022 -0.0428
C 4.1274 -2.7911 -0.3296 -0.0271 -0.1141 0.0030
C -4.2235 2.2504 1.1662 -0.0350 0.1448 0.1277
C -2.5641 -0.6435 -1.3340 -0.0214 -0.0923 0.0494
H -1.7616 3.6026 -2.8204 -0.0063 -0.0439 -0.0004
H 5.1402 -2.4141 -0.3417 -0.0082 0.0371 0.0075
H -1.8900 -1.5804 1.7208 0.0112 0.0682 -0.0503
H 1.4795 -2.7505 2.5393 0.0403 0.0348 -0.0276
H 2.2003 3.8427 -3.1011 -0.0006 -0.0207 -0.0107
H -0.7201 -0.9142 3.5813 -0.0400 -0.0030 -0.0154
H -1.2779 1.4196 -2.6318 0.0302 -0.0347 0.0833
H -0.7291 -2.6772 3.6909 -0.1103 -0.0047 -0.0841
H 2.2309 -5.5929 -0.4648 -0.0070 -0.0013 -0.0049
H -5.5393 0.9066 -0.8714 -0.0010 0.0183 -0.0127
H 1.7462 3.6826 -1.3843 0.0061 -0.0182 0.0139
H 4.6219 -4.8826 -0.3106 -0.0091 -0.0166 -0.0492
H -4.4755 -0.8182 -2.3076 0.0253 -0.0217 -0.0078
H -3.7842 3.4635 2.8550 0.0459 0.0147 0.0070
H -0.8915 -2.8123 1.3659 -0.0246 0.0149 -0.0370
H -0.1236 3.9296 -3.3682 -0.0058 -0.0359 -0.0258
H -0.4975 3.9238 -1.6312 -0.0447 -0.0142 0.0137
H 3.3531 3.2166 -1.9239 -0.0017 -0.0648 -0.0018
H 2.6233 1.1735 -2.3828 -0.0616 -0.0560 0.0348
H 2.4986 -0.6343 2.0283 -0.0161 0.0494 -0.1106
H 1.5563 -1.7803 4.0100 0.0770 0.1016 -0.0518
H 1.1906 0.1896 2.6052 0.0229 0.0870 -0.1098
H -2.0835 -1.4119 -1.9254 0.0054 0.0236 -0.0253
```
Forces are in eV/Å.

Properties
Charge: +2
Orbital gap (spin up / spin down) (eV): 5.647 / 5.416
Maximum force (eV/A): 4.59
HOMO (spin up / spin down) (eV): -13.258 / -13.241
LUMO energy (spin up / spin down) (Eh): -0.280 / -0.288
⟨S²⟩: 0.769
2S+1: 2

This record from the Open Molecules 2025 dataset describes a cluster of 2 separate species, C3H2F4O in total. The level of theory is ωB97M-V/def2-TZVPD.

The geometry in XYZ format:
```
10
Properties=species:S:1:pos:R:3:forces:R:3
F -0.0598 0.4880 2.7256 -0.3522 -0.4669 0.6392
F -0.8493 -1.8883 -0.3385 0.2000 -0.0751 0.0171
F 1.7855 -0.7055 0.3185 -0.0545 0.1135 0.3906
F -2.0122 -0.1530 0.2301 0.0206 0.2065 0.1315
O 0.8518 1.1427 1.1711 0.5048 0.9222 -0.0286
C 0.0399 0.2686 -0.9725 1.1194 0.3909 0.9477
C 0.9686 0.3607 0.2972 -0.4263 -0.4975 -1.7667
C -0.9841 -0.5919 -0.4358 -0.8156 -0.4295 -0.3423
H 0.5937 -0.1853 -1.7916 -0.1473 -0.0199 0.0012
H -0.3340 1.2640 -1.2041 -0.0490 -0.1443 0.0104
```
Forces are in eV/Å.

Properties
Orbital gap (spin up / spin down) (eV): 11.659 / 5.945
Maximum force (eV/A): 1.88
HOMO (spin up / spin down) (eV): -12.048 / -8.298
LUMO energy (spin up / spin down) (Eh): -0.014 / -0.086

This record from the Open Molecules 2025 dataset describes a cluster of 3 separate species, C8H18N7 in total. The level of theory is ωB97M-V/def2-TZVPD.

The geometry in XYZ format:
```
33
Properties=species:S:1:pos:R:3:forces:R:3
N -0.0108 1.4438 0.3362 2.1960 -1.8661 -0.8862
N -0.3274 -0.8138 0.0256 -2.6245 -0.4205 -1.0093
N 2.2529 -0.7331 -0.0617 -2.4610 -1.7075 -1.9496
N -2.2033 0.6876 0.1288 2.1561 2.0454 0.8467
N -2.5701 -1.4875 -0.4439 0.0353 -2.6191 -0.4841
N -5.2749 -0.0127 0.3570 1.4945 -1.6933 1.0374
N -0.8327 -2.8993 -0.9485 0.5680 -2.9070 0.4290
C -0.8805 0.4167 0.1628 0.6505 0.9968 -0.1165
C 2.7260 -0.2578 1.2005 3.2571 -1.0607 1.6514
C 4.0618 0.5808 -0.5815 0.2650 0.4751 -0.2179
C -5.6588 1.3044 0.1277 -0.0278 1.7306 -0.0111
C -2.9319 -0.3184 -0.0922 -3.0015 0.2217 0.7089
C 2.7588 0.0586 -1.1721 0.4753 2.7475 1.2012
C -1.2855 -1.7627 -0.4352 1.8524 1.6879 0.4454
C 3.5665 0.9713 0.7749 1.4917 0.0940 3.4188
H 2.9700 1.8795 0.7602 -0.2968 0.1256 -0.2942
H -1.5642 -3.6607 -0.9713 1.2388 1.2286 -0.2606
H 4.3612 1.2274 1.6099 -1.2951 -0.7095 -1.8483
H 4.7155 -0.3025 -0.5232 0.3678 0.6276 -0.0146
H 1.9433 0.0093 1.9442 0.4436 -0.6547 -0.5006
H 4.5156 1.4740 -1.0307 0.0267 -0.7093 -0.4584
H 0.8535 -0.8197 -0.0548 -0.1252 -0.3147 0.1002
H -6.7165 1.3447 0.2518 -1.3774 -0.1991 0.5220
H 2.4817 -1.7017 -0.2959 0.1380 0.3085 0.6777
H -5.3219 -0.1158 1.4086 0.5221 -0.2112 -1.2686
H 0.9917 1.3575 -0.0386 -2.4606 0.2496 1.0342
H 2.1241 0.9109 -1.4783 -0.1396 -0.2747 0.4157
H -5.2935 2.0866 0.7917 0.3835 -0.0025 0.2155
H 0.1635 -3.2538 -0.8161 -2.1191 1.0002 -0.1432
H 2.8594 -0.4879 -2.0260 0.3662 -1.8070 -2.2249
H 3.5066 -1.1303 1.5492 -2.0848 2.3574 0.0161
H -0.3838 2.3452 0.4142 -0.6212 1.3196 0.0487
H -5.5962 1.6597 -0.8732 0.7058 -0.0593 -1.0809
```
Forces are in eV/Å.

Properties
Charge: +1
Orbital gap (spin up / spin down) (eV): 8.977 / 8.448
Maximum force (eV/A): 3.80
HOMO (spin up / spin down) (eV): -11.862 / -11.385
LUMO energy (spin up / spin down) (Eh): -0.106 / -0.108

This record from the Open Molecules 2025 dataset describes an isolated molecule of C3H4N2O. The level of theory is ωB97M-V/def2-TZVPD.

The geometry in XYZ format:
```
10
Properties=species:S:1:pos:R:3:forces:R:3
O -1.1052 -0.1975 -1.4592 -0.5809 0.1827 0.0009
N -0.3156 0.8714 -1.0276 -0.2073 0.2900 0.6125
N 1.0500 1.3543 0.7950 0.1402 -0.0809 -0.1368
C -0.9341 -1.1977 -0.6167 -0.1794 0.1111 -0.3218
C -0.0229 -0.9209 0.3465 0.0944 -0.2198 -1.0829
C 0.2939 0.4592 0.0594 -0.1371 0.0946 -0.3481
H 0.6137 -1.7883 0.3314 0.6685 -0.1126 1.9580
H 1.0445 1.2180 1.7974 -0.0207 -0.1428 -0.2954
H -1.4867 -2.1158 -0.7637 0.1137 0.1054 -0.4334
H 0.8624 2.3173 0.5375 0.1085 -0.2279 0.0468
```
Forces are in eV/Å.

Properties
Orbital gap (eV): 10.306
SMILES: Nc1ccon1
Maximum force (eV/A): 2.07
HOMO (eV): -9.243
LUMO energy (Eh): 0.039

| no. | total energy (hartree) |
| --- | --- |
| 1 | -2129.405995 |
| 2 | -9554.247754 |
| 3 | -590.037678 |
| 4 | -698.553743 |
| 5 | -301.384385 |